The molecule C16H22Cl2N2O5S. Source: the OMol25 dataset; level of theory: the ωB97M-V functional and the def2-TZVPD basis.

Calculated values
Energy: -2427.1370 hartree
Multiplicity: 1
LUMO energy: 0.120 eV

Last column: natural (NBO) charge in e.
Element x y z (Å)
1 O -1.92610 1.01115 0.86828  -0.607
2 O -3.73363 -3.69106 -0.87407  -0.942
3 O -2.01209 -5.19870 -1.56120  -0.924
4 Cl 1.90538 7.50591 4.16453  -0.093
5 Cl 2.28293 3.29248 1.47116  -0.118
6 O 2.47227 -2.67931 -0.99458  -0.506
7 O 1.90228 0.09609 -0.22516  -0.538
8 C -0.84953 0.83822 0.37299  0.668
9 C 0.19145 -3.18291 -0.73499  -0.180
10 C -1.39536 -1.51650 -0.13609  -0.140
11 C 1.20104 -2.21060 -0.71439  0.214
12 C 0.91603 -0.86662 -0.30764  0.362
13 C -0.41935 -0.51192 -0.04847  -0.209
14 C -1.14319 -2.83786 -0.46373  -0.330
15 N -0.10922 2.03058 0.23508  -0.639
16 N -2.41497 -4.86440 0.91691  -0.836
17 C -3.12936 -4.01056 1.88938  -0.436
18 C 2.65729 6.71373 2.70781  -0.348
19 C 3.36407 -1.77596 -1.64436  -0.066
20 C 3.14889 -0.25463 0.35814  -0.060
21 C -0.41029 3.28580 0.95890  -0.230
22 C 4.09309 -0.89841 -0.66462  -0.457
23 C 1.67672 6.55141 1.53316  -0.418
24 C 0.57941 5.48511 1.74622  -0.439
25 C 0.81673 4.25189 0.88038  -0.138
26 S -2.39558 -4.17552 -0.62078  2.267
27 H 0.45714 -4.22549 -0.99447  0.261
28 H -2.44960 -1.27703 0.10160  0.266
29 H 0.86184 1.82804 0.01756  0.409
30 H -2.94435 -5.69641 0.86222  0.393
31 H -4.18175 -3.87836 1.67929  0.205
32 H -3.05451 -4.43203 2.87153  0.209
33 H -2.68231 -3.00482 1.92451  0.209
34 H 2.98767 5.69733 3.02149  0.219
35 H 3.54009 7.27180 2.42373  0.216
36 H 2.77633 -1.20545 -2.35596  0.182
37 H 4.06944 -2.37398 -2.26674  0.205
38 H 2.95643 -0.97470 1.14354  0.184
39 H 3.60854 0.63112 0.76025  0.208
40 H -0.58067 2.99296 1.99010  0.209
41 H -1.33896 3.76292 0.57934  0.223
42 H 4.90303 -1.45200 -0.19509  0.221
43 H 4.57988 -0.11585 -1.25970  0.213
44 H 1.23348 7.51439 1.28462  0.219
45 H 2.27985 6.26326 0.65526  0.214
46 H 0.48326 5.19962 2.79442  0.230
47 H -0.36043 5.96277 1.42195  0.230
48 H 0.98718 4.52498 -0.17183  0.217

Atoms 1-6, force components in eV/Å:
-2.356 -0.838 0.918
0.744 1.236 0.324
1.250 0.529 0.731
0.242 -0.284 -0.643
-0.378 0.761 -0.261
-0.477 0.015 0.326

A structure of composition C22H41ClNP3SeTb. Source: the OMol25 dataset; level of theory: the ωB97M-V functional and the def2-TZVPD basis.

Calculated values
Energy: -5626.6612 hartree
Multiplicity: 7
Total charge: +3
LUMO energy (spin up / spin down): -11.678 / -9.379 eV

Last column: Mulliken spin population.
Element x y z (Å)
1 Tb -0.37554 -1.38022 0.44633  6.674
2 P 0.27695 1.84347 2.06391  -0.144
3 P -2.51334 0.49740 0.44549  -0.157
4 P 2.33924 -0.14420 0.20878  -0.141
5 H -1.35454 -2.78852 -3.42665  0.000
6 C -0.55030 -3.01835 -2.71643  -0.009
7 C -0.61832 -2.85139 -1.36711  -0.021
8 H -1.60303 -2.98456 -0.84670  -0.002
9 C 0.39496 3.48384 1.22516  -0.014
10 C -1.07861 2.27685 3.24207  -0.020
11 C 1.74606 1.97848 3.13002  -0.021
12 C -3.30919 -0.32522 -0.99105  -0.004
13 C -3.93160 0.33039 1.62158  -0.014
14 C -2.96345 2.20400 -0.08686  -0.009
15 C 2.96958 -1.10441 -1.23526  -0.018
16 C 3.69449 -0.67861 1.37296  -0.013
17 C 3.23742 1.38963 -0.33445  -0.006
18 H 0.35717 -3.49806 -3.11374  0.000
19 H 0.38682 -2.99590 -0.77752  -0.019
20 H 0.43597 4.29274 1.97258  -0.005
21 H -0.48472 3.65380 0.58474  0.002
22 H 1.31348 3.53206 0.62146  0.002
23 H -0.83076 3.21132 3.77320  -0.002
24 H -1.19443 1.47821 3.99444  0.001
25 H -2.03111 2.43271 2.70707  0.003
26 H 1.62510 2.79434 3.84905  -0.005
27 H 2.64295 2.18832 2.54339  0.003
28 H 1.88453 1.05676 3.69857  0.002
29 H -4.39184 -0.21854 -0.84121  -0.001
30 H -3.06587 -1.39043 -1.08316  0.000
31 H -3.02355 0.17988 -1.91852  0.000
32 H -4.81802 0.73981 1.10544  -0.005
33 H -3.73867 0.89251 2.54811  0.002
34 H -4.09288 -0.73291 1.84976  0.001
35 H -4.04588 2.18001 -0.31590  -0.003
36 H -2.41902 2.48833 -0.99769  0.001
37 H -2.79746 2.96722 0.68629  0.001
38 H 4.07104 -1.04564 -1.18271  -0.003
39 H 2.64636 -0.64670 -2.17819  0.001
40 H 2.66787 -2.15877 -1.19662  0.003
41 H 4.62387 -0.73915 0.77842  -0.004
42 H 3.46222 -1.67585 1.77779  0.000
43 H 3.83384 0.04238 2.19572  0.001
44 H 4.23062 1.06210 -0.70187  -0.002
45 H 3.39212 2.11825 0.47080  0.001
46 H 2.72821 1.88573 -1.17321  0.001
47 C 0.03920 1.02483 -4.11363  -0.002
48 C -0.60588 -0.10082 -4.66544  0.000
49 C -0.32537 -0.45233 -5.98644  0.000
50 C 0.59666 0.30662 -6.71657  0.000
51 C 1.19495 1.42390 -6.14724  0.000
52 C 0.98045 1.71984 -4.83656  0.000
53 Se 0.04213 1.67086 -2.25339  -0.003
54 H 0.91053 0.43052 -2.19590  0.000
55 H -1.32145 -0.71285 -4.09876  0.000
56 H -0.75534 -1.32942 -6.49508  0.000
57 H 0.84920 0.09529 -7.74420  0.000
58 H 1.89213 2.05205 -6.65569  0.000
59 H 1.50449 2.47751 -4.28307  0.000
60 Cl -0.10801 -1.73307 6.67543  0.000
61 C -0.27482 -2.30630 5.05962  0.000
62 C -0.62242 -3.63397 4.82934  0.000
63 C -0.74766 -4.06438 3.51559  0.002
64 C -0.54924 -3.14890 2.48307  -0.034
65 N -0.21907 -1.84487 2.68884  0.001
66 C -0.04794 -1.43611 3.99264  -0.003
67 H -0.78318 -4.28466 5.67581  0.000
68 H -1.01353 -5.08847 3.26602  0.000
69 H -0.61497 -3.48724 1.42168  -0.018
70 H 0.25041 -0.40107 4.15561  -0.001

Atoms 1-6, force components in eV/Å:
0.633 4.141 1.113
-0.460 1.169 0.087
-2.086 0.910 -0.457
2.509 0.048 -0.498
0.085 -0.516 0.567
0.314 -0.317 1.022